The following is a quantum chemistry calculation of a cluster of 2 separate species, C17H19N in total at a distorted geometry, from the Open Molecules 2025 dataset.

Last columns: bonded neighbours and bond lengths (Å).
CARTESIAN COORDINATES (ANGSTROEM)
1 C -1.11516 -2.78721 -1.38979  C2 1.490, H11 1.084, H12 1.078, H13 1.096
2 C -0.31234 -3.09694 -0.17343  C1 1.490, C3 1.354, C10 1.439
3 C 0.75667 -3.91697 -0.04175  C2 1.354, N4 1.397, H14 1.073
4 N 1.34905 -3.79524 1.21715  C3 1.397, C5 1.430, H15 1.024
5 C 0.78525 -2.64945 1.86009  N4 1.430, C6 1.370, C10 1.418
6 C 0.96172 -2.12900 3.11492  C5 1.370, C7 1.381, H16 1.082
7 C 0.05540 -1.20770 3.60117  C6 1.381, C8 1.388, H17 1.072
8 C -0.99620 -0.78965 2.79797  C7 1.388, C9 1.397, H18 1.091
9 C -1.18459 -1.32442 1.52111  C8 1.397, C10 1.404, H19 1.079
10 C -0.30902 -2.30405 1.02720  C2 1.439, C5 1.418, C9 1.404
11 H -1.49734 -3.63063 -1.95400  C1 1.084
12 H -0.60403 -2.24701 -2.16966  C1 1.078
13 H -1.98118 -2.23730 -1.00540  C1 1.096
14 H 1.08123 -4.51487 -0.87120  C3 1.073
15 H 2.29718 -4.16532 1.32945  N4 1.024
16 H 1.68290 -2.64019 3.73824  C6 1.082
17 H 0.25257 -0.65944 4.50094  C7 1.072
18 H -1.75425 -0.04651 3.05011  C8 1.091
19 H -2.00774 -1.03388 0.88742  C9 1.079
20 C 2.10342 1.83159 0.54919  C21 1.570, H28 1.091, H29 1.080, H30 1.100
21 C 0.76775 1.36661 -0.13249  C20 1.570, C22 1.479, H31 1.108, H32 1.075
22 C 0.20498 2.28724 -1.14405  C21 1.479, C23 1.429, C27 1.401
23 C 0.28975 2.11665 -2.56077  C22 1.429, C24 1.393, H33 1.073
24 C -0.61356 2.78646 -3.38343  C23 1.393, C25 1.399, H34 1.073
25 C -1.53682 3.67233 -2.81740  C24 1.399, C26 1.378, H35 1.097
26 C -1.45261 4.01535 -1.48534  C25 1.378, C27 1.384, H36 1.081
27 C -0.71829 3.20864 -0.63301  C22 1.401, C26 1.384, H37 1.089
28 H 1.93805 1.92858 1.62320  C20 1.091
29 H 2.32858 2.77062 0.06569  C20 1.080
30 H 2.95779 1.17799 0.32042  C20 1.100
31 H 1.02154 0.41315 -0.63668  C21 1.108
32 H 0.09883 1.07857 0.65778  C21 1.075
33 H 1.11213 1.52588 -2.91596  C23 1.073
34 H -0.62032 2.60860 -4.44204  C24 1.073
35 H -2.23707 4.31459 -3.36546  C25 1.097
36 H -2.15429 4.77405 -1.16790  C26 1.081
37 H -0.94998 3.29890 0.42772  C27 1.089

Summary:
SMILES string: Cc1c[nH]c2ccccc12.CCc1ccccc1
energy above the lowest of the compared OMol25 structures with the same formula, charge and spin: 141.25 kJ/mol
E_HOMO: -7.9 eV
orbital gap: 8.700 eV
energy: -713.9085 Eh